1.
A single C26H28FNO3 molecule. Source: OMol25; level of theory: ωB97M-V with the def2-TZVPD basis set.

Structure (XYZ):
```
59
Properties=species:S:1:pos:R:3:nbo_charge:R:1
C 5.2950 4.7112 0.8701 -0.620
C 4.5532 3.4193 0.5605 -0.052
O 3.2504 3.7801 0.1368 -0.506
C 2.2814 2.8456 -0.0612 0.243
C 0.9929 3.3690 -0.1569 -0.228
C -0.1088 2.5670 -0.3627 -0.215
C 0.0517 1.1973 -0.5082 -0.028
C 1.3294 0.6690 -0.4346 -0.305
C 2.4493 1.4568 -0.1962 0.299
O 3.7196 0.9324 -0.1172 -0.526
C 3.8872 -0.4406 0.1721 -0.058
C 3.3797 -0.8333 1.5566 -0.646
H 3.5695 -1.8898 1.7276 0.215
H 3.8953 -0.2535 2.3183 0.213
H 2.3121 -0.6469 1.6484 0.223
H 3.4229 -1.0651 -0.6027 0.165
H 4.9699 -0.5861 0.1158 0.193
H 1.4581 -0.3945 -0.5575 0.213
C -1.1586 0.3115 -0.7238 -0.077
N -0.8464 -1.0912 -0.5525 -0.607
C -0.7762 -1.6664 0.6639 0.671
O -1.0098 -1.0748 1.6993 -0.609
C -0.3535 -3.1074 0.6717 -0.240
C -0.6458 -4.0330 -0.3231 0.413
C -0.2480 -5.3543 -0.2399 -0.284
C 0.4710 -5.7736 0.8654 -0.177
C 0.7705 -4.8759 1.8777 -0.249
C 0.3533 -3.5621 1.7825 -0.089
H 0.5593 -2.8522 2.5692 0.231
H 1.3235 -5.2033 2.7444 0.219
H 0.7890 -6.8024 0.9365 0.220
H -0.5083 -6.0341 -1.0360 0.233
F -1.3553 -3.6592 -1.4171 -0.333
H -0.5804 -1.5992 -1.3803 0.405
H -1.9033 0.5659 0.0410 0.241
C -1.7574 0.5278 -2.1168 -0.385
H -1.0281 0.2154 -2.8692 0.203
H -1.9392 1.5943 -2.2518 0.219
C -3.0694 -0.2441 -2.3149 -0.446
C -4.1139 0.2115 -1.3354 0.077
C -4.3894 -0.5273 -0.1923 -0.251
C -5.3203 -0.0805 0.7289 -0.187
C -5.9892 1.1125 0.5170 -0.225
C -5.7243 1.8550 -0.6214 -0.203
C -4.7917 1.4072 -1.5392 -0.253
H -4.5884 1.9894 -2.4275 0.207
H -6.2455 2.7857 -0.7937 0.212
H -6.7156 1.4626 1.2355 0.212
H -5.5204 -0.6640 1.6154 0.213
H -3.8698 -1.4591 -0.0199 0.213
H -3.4203 -0.0741 -3.3353 0.217
H -2.8899 -1.3132 -2.1909 0.214
H -1.0949 3.0044 -0.3947 0.212
H 0.8870 4.4363 -0.0433 0.224
H 5.0711 2.8617 -0.2277 0.182
H 4.4984 2.7896 1.4564 0.170
H 6.3069 4.4874 1.1957 0.209
H 5.3350 5.3367 -0.0174 0.211
H 4.7793 5.2584 1.6547 0.210
```

As for the frontier orbital gap: 8.481 eV. As for the charge: 0. For the LUMO energy, the calculation gives 0.63 eV. Its structure (SMILES) is CCOc1ccc([C@@H](CCc2ccccc2)NC(=O)c2ccccc2F)cc1OCC. The calculation puts the total energy at -37766.955 eV.

---

2.
A molecular structure, C26H28GaN3O4S. Source: OMol25; level of theory: ωB97M-V with the def2-TZVPD basis set.

Structure (XYZ):
```
63
Properties=species:S:1:pos:R:3:nbo_charge:R:1
Ga 0.1590 0.3407 0.0460 1.909
O 3.0453 2.5865 -2.0229 -0.594
C 2.0287 2.0601 -1.4127 0.821
O 1.9965 0.9548 -0.8931 -0.617
C 0.7925 2.9040 -1.3657 0.096
C 0.6608 4.1917 -1.8428 -0.144
C -0.5759 4.8090 -1.6915 -0.098
C -1.6216 4.1109 -1.1022 -0.164
C -1.3942 2.8174 -0.6631 0.096
N -0.1995 2.2498 -0.7780 -0.502
C -2.3858 1.8779 -0.0177 0.816
O -3.6436 2.1997 0.1279 -0.579
O -1.9795 0.7981 0.3560 -0.583
H 3.8083 1.9788 -2.0359 0.541
H 1.4966 4.6892 -2.3149 0.278
H -0.7258 5.8241 -2.0348 0.271
H -2.5890 4.5858 -0.9980 0.250
H -3.8928 3.0598 -0.2392 0.515
S -0.2730 0.3611 4.4227 0.596
C -0.5423 0.1644 2.7725 -0.083
N 0.2222 0.8763 1.9746 -0.679
C 1.1251 1.6623 2.7064 0.176
C 2.0821 2.5436 2.2031 -0.248
C 2.8861 3.2196 3.0938 -0.158
C 2.7516 3.0344 4.4780 -0.177
C 1.8036 2.1773 4.9884 -0.180
C 0.9899 1.4958 4.0834 -0.245
H -1.2933 -0.5171 2.3948 0.275
H 2.1922 2.6971 1.1382 0.198
H 3.6359 3.9054 2.7237 0.238
H 3.4013 3.5732 5.1538 0.249
H 1.6962 2.0335 6.0551 0.252
C -2.6593 -5.1193 -1.8045 -0.638
C -2.2144 -3.6813 -1.8093 0.060
C -2.8569 -2.7438 -2.6075 -0.238
C -2.4048 -1.4341 -2.6574 0.036
C -3.0458 -0.4089 -3.5574 -0.631
C -1.3198 -1.0945 -1.8656 -0.319
C -0.7136 -1.9768 -0.9648 0.266
C -1.1463 -3.2965 -0.9959 -0.300
N 0.3066 -1.4535 -0.1296 -0.978
C 1.3724 -2.3055 0.4742 0.131
C 0.8010 -3.1803 1.6004 -0.610
C 2.4490 -1.4237 1.1149 -0.620
C 2.0481 -3.1402 -0.6125 -0.624
H -3.5045 -5.2769 -2.4713 0.229
H -2.9541 -5.4333 -0.8020 0.230
H -1.8474 -5.7739 -2.1253 0.234
H -3.6925 -3.0462 -3.2275 0.224
H -3.7881 -0.8650 -4.2085 0.242
H -2.3030 0.0834 -4.1896 0.219
H -3.5546 0.3601 -2.9682 0.203
H -0.8575 -0.1101 -2.0319 0.163
H -0.6865 -4.0560 -0.3826 0.216
H 0.2919 -2.5519 2.3358 0.193
H 1.6142 -3.6984 2.1109 0.229
H 0.0958 -3.9322 1.2609 0.221
H 2.0502 -0.7937 1.9119 0.194
H 2.9658 -0.8088 0.3783 0.219
H 3.1968 -2.0665 1.5760 0.248
H 1.3942 -3.8992 -1.0388 0.229
H 2.9194 -3.6478 -0.1962 0.228
H 2.3858 -2.4905 -1.4227 0.214
```

The value obtained for the energy above the lowest of the compared OMol25 structures with the same formula, charge and spin is 0.000 eV. As for the frontier orbital gap: 5.016 eV. As for the charge: +2. For the LUMO energy, the calculation gives -7.71 eV. The calculation puts the total energy at -103276.870 eV.

---

3.
A single C26H28N2 molecule. Source: OMol25; level of theory: ωB97M-V with the def2-TZVPD basis set.

Structure (XYZ):
```
56
Properties=species:S:1:pos:R:3:nbo_charge:R:1
C -2.6960 -2.0593 -0.0011 -0.185
C -3.1555 -1.0493 0.7336 -0.192
C -4.0042 0.0394 0.2622 -0.085
C -4.1061 1.2000 1.0284 -0.190
C -4.8910 2.2587 0.6135 -0.215
C -5.6039 2.1745 -0.5716 -0.217
C -5.5244 1.0202 -1.3330 -0.226
C -4.7327 -0.0358 -0.9245 -0.144
H -4.6958 -0.9326 -1.5218 0.200
H -6.0887 0.9419 -2.2524 0.212
H -6.2236 2.9964 -0.8944 0.213
H -4.9532 3.1534 1.2174 0.213
H -3.5530 1.2710 1.9559 0.211
H -2.8803 -0.9953 1.7807 0.200
C -1.7679 -3.1193 0.5181 -0.245
N -0.3508 -2.8179 0.3407 -0.444
C 0.0060 -2.5302 -1.0366 -0.250
C 1.5318 -2.4391 -1.1468 -0.197
N 2.1148 -1.4518 -0.2723 -0.464
C 1.6562 -1.6585 1.0832 -0.229
C 0.1286 -1.7587 1.2110 -0.242
H -0.3364 -0.7888 0.9716 0.183
H -0.1249 -2.0183 2.2426 0.198
H 2.0820 -2.6109 1.4247 0.199
H 2.0321 -0.8608 1.7229 0.210
C 2.2407 -0.0835 -0.7618 -0.107
C 1.1564 0.8688 -0.2927 -0.028
C 0.0179 1.0764 -1.0653 -0.232
C -1.0056 1.8933 -0.6159 -0.152
C -0.8965 2.5306 0.6080 -0.234
C 0.2440 2.3548 1.3722 -0.210
C 1.2636 1.5351 0.9236 -0.220
H 2.1581 1.4182 1.5197 0.220
H 0.3434 2.8626 2.3207 0.213
H -1.6950 3.1690 0.9573 0.214
H -1.8888 2.0342 -1.2220 0.211
H -0.0695 0.5980 -2.0301 0.208
C 3.6176 0.4733 -0.4308 0.064
C 3.9252 1.7761 -0.8002 -0.230
C 5.1784 2.3055 -0.5395 -0.209
C 6.1396 1.5345 0.0905 -0.221
C 5.8402 0.2323 0.4563 -0.208
C 4.5888 -0.2949 0.1952 -0.234
H 4.3582 -1.3132 0.4665 0.228
H 6.5872 -0.3748 0.9450 0.210
H 7.1181 1.9440 0.2924 0.211
H 5.4040 3.3184 -0.8347 0.211
H 3.1779 2.3824 -1.2917 0.213
H 2.1816 -0.1399 -1.8562 0.215
H 1.9503 -3.4106 -0.8579 0.194
H 1.8219 -2.2337 -2.1788 0.198
H -0.4454 -1.5861 -1.3865 0.169
H -0.3586 -3.3468 -1.6663 0.199
H -1.9584 -4.0626 -0.0014 0.200
H -1.9305 -3.2734 1.5893 0.201
H -2.9275 -2.1167 -1.0568 0.192
```

The value obtained for the energy above the lowest of the compared OMol25 structures with the same formula, charge and spin is 0.111 eV. As for the frontier orbital gap: 8.640 eV. As for the charge: 0. For the LUMO energy, the calculation gives 0.75 eV. Its structure (SMILES) is C(=C\c1ccccc1)/CN1CCN(C(c2ccccc2)c2ccccc2)CC1. The calculation puts the total energy at -30396.143 eV.

---

Question: LUMO energy of number 1 (C26H28FNO3)?
Answer: 0.63 eV